Record 1
The following is a DFT calculation (the ωB97M-V functional and the def2-TZVPD basis) of an isolated molecule of C15H15N5O in a non-equilibrium geometry.

The geometry in XYZ format:
```
36
Properties=species:S:1:pos:R:3:lowdin_charge:R:1
N -0.55630 -2.70870 2.13215 0.106
N 2.80464 -0.70747 0.82169 0.176
N 0.90044 0.00525 -0.34608 0.193
O -3.89707 -2.15546 0.85099 0.054
C -0.47959 -1.52879 1.55557 -0.331
C -1.86193 -3.10570 1.95392 -0.084
C -2.55202 -2.17110 1.17045 -0.285
C 1.49991 -0.49890 0.71229 -0.372
C 3.55966 -0.36556 -0.19909 -0.329
C 1.63435 0.36528 -1.36445 -0.304
C 2.99462 0.12372 -1.33961 -0.013
C -2.77087 2.67159 -0.43519 -0.084
C -2.10905 2.58151 0.79638 -0.071
C -3.01703 1.52908 -1.21074 -0.078
C -1.72314 1.32882 1.27606 -0.004
C -2.63554 0.30667 -0.72192 -0.052
C -2.04235 0.18525 0.52351 -0.222
N 0.74694 -0.95815 1.75565 0.144
N -1.68615 -1.11006 0.96181 0.095
C 5.07482 -0.42604 -0.09171 -0.024
C 1.01542 1.10244 -2.54615 -0.009
H -4.13216 -1.27250 0.48753 0.102
H -2.27248 -4.05184 2.34612 0.110
H 3.64544 0.45434 -2.15421 0.123
H -3.07355 3.65019 -0.77514 0.097
H -1.89257 3.49090 1.35708 0.107
H -3.40858 1.64587 -2.23168 0.115
H -1.26003 1.20600 2.28655 0.134
H -2.73178 -0.59515 -1.29709 0.124
H 1.36170 -1.49527 2.31776 0.127
H 5.47170 -1.04587 -0.89476 0.080
H 5.44095 0.58020 -0.13521 0.071
H 5.37728 -0.86492 0.87886 0.085
H 0.23307 1.73169 -2.17996 0.059
H 1.79763 1.69730 -3.04482 0.084
H 0.54365 0.40541 -3.21654 0.076
```

- Gap between HOMO and LUMO: 8.04 eV
- Structure (SMILES): Cc1cc(C)nc(Nc2ncc(O)n2-c2ccccc2)n1
- DFT total energy: -929.62495 a.u.

Record 2
The following is a DFT calculation (the ωB97M-V functional and the def2-TZVPD basis) of the ion CH5IN3O with charge +1 in a non-equilibrium geometry.

The geometry in XYZ format:
```
11
Properties=species:S:1:pos:R:3:lowdin_charge:R:1
C -0.29286 -0.63773 0.10361 -0.467
N -1.53103 -0.80604 0.65103 0.218
N 0.23622 0.59844 -0.06376 -0.384
N 1.43340 0.75282 -0.53643 0.017
O 0.43986 -1.66296 0.09652 0.213
I -1.13748 2.41050 0.23700 0.860
H -1.93987 0.06382 0.62891 -0.059
H -2.24368 -1.48401 0.49261 0.143
H 1.39793 -1.59839 -0.14399 0.182
H 2.11052 1.38980 0.01809 0.177
H 1.52700 0.97374 -1.48358 0.099
```

- Gap between HOMO and LUMO: 8.24 eV
- Total charge: +1
- Structure (SMILES): N/C(O)=[N+](/N)I
- DFT total energy: -577.98895 a.u.

Record 3
The following is a DFT calculation (the ωB97M-V functional and the def2-TZVPD basis) of a structure of composition C22H13Cl2F2IrN2O8 in a non-equilibrium geometry.

The geometry in XYZ format:
```
50
Properties=species:S:1:pos:R:3:lowdin_spin:R:1
Ir 0.55973 0.15609 2.45116 0.783
O 4.62637 -1.21329 2.79983 0.001
C 3.57324 -0.65303 2.53411 0.004
O 2.52501 -0.61444 3.22429 0.035
C 3.50669 0.12122 1.19956 0.002
C 4.67113 0.22511 0.41956 0.000
C 4.61116 0.90539 -0.76385 0.002
C 3.38880 1.48506 -1.16679 -0.001
C 3.23581 2.17732 -2.38381 0.000
C 2.02664 2.71589 -2.73041 0.000
C 0.92318 2.58219 -1.87681 0.000
C 1.03649 1.92153 -0.68401 0.000
C 2.26362 1.34601 -0.30287 -0.001
N 2.36409 0.65917 0.85544 -0.009
H 5.56648 -0.25362 0.78387 0.000
H 5.48074 1.00124 -1.40020 0.000
H 4.09158 2.27286 -3.03701 0.000
H 1.91865 3.25546 -3.66035 0.000
H -0.02623 3.01040 -2.16392 0.000
H 0.19722 1.83233 -0.01121 0.000
Cl -3.49773 -1.09727 4.63643 0.000
C -2.74316 0.38841 4.10919 0.001
Cl -3.86962 1.71494 4.13767 0.000
C -1.50606 0.68687 5.16792 0.000
O -1.87264 1.10002 6.23824 -0.001
O -0.40833 0.41280 4.69265 -0.015
H -2.34167 0.27136 3.09682 0.001
F -1.48355 -2.31171 2.31957 0.000
C -0.28337 -1.99549 2.88161 0.027
F -0.39933 -2.31836 4.19165 0.003
H 0.48755 -2.63434 2.43560 0.007
O -1.56066 0.25640 0.97123 0.043
C -1.03987 -0.52050 0.14218 0.009
O 0.10561 -1.00057 0.30902 0.073
C -1.77388 -0.84108 -1.12069 0.002
C -2.87444 -0.07280 -1.47540 0.001
C -3.54610 -0.28098 -2.67379 0.000
C -3.06700 -1.28282 -3.48545 0.000
O -3.52306 -1.68312 -4.71791 0.000
C -2.68100 -2.74074 -5.11764 0.000
O -1.73334 -2.99539 -4.10967 0.000
C -1.97290 -2.07028 -3.11932 0.000
C -1.30031 -1.86906 -1.94183 0.001
H -3.19134 0.70012 -0.79258 0.000
H -4.40062 0.30940 -2.95911 0.000
H -2.15947 -2.46696 -6.05069 0.000
H -3.28448 -3.64531 -5.29645 0.000
H -0.44959 -2.45912 -1.64605 0.000
N -0.21499 3.31612 2.55508 0.011
C 0.04497 2.19654 2.53514 0.023
```

- Spin multiplicity: 2
- Gap between HOMO and LUMO (alpha / beta): 6.10 / 6.24 eV
- Total charge: -1
- DFT total energy: -2782.03256 a.u.

Record 4
The following is a DFT calculation (the ωB97M-V functional and the def2-TZVPD basis) of a structure of composition C19H13Cl5N5O3S2V in a non-equilibrium geometry.

The geometry in XYZ format:
```
48
Properties=species:S:1:pos:R:3:lowdin_spin:R:1
V 0.19586 0.64063 -0.09423 1.854
C -4.46102 3.12857 -1.52021 -0.001
S -3.24167 4.08731 -0.61355 -0.005
C -1.95608 2.93752 -0.38200 -0.005
S -1.99920 1.33448 -0.98545 -0.005
N -0.99733 3.44838 0.35752 -0.003
N -0.01345 2.52856 0.60017 -0.017
C 0.80020 2.84947 1.53708 0.058
C 1.92280 1.93358 1.76225 0.011
C 2.91653 2.11869 2.69857 0.007
C 3.95991 1.20778 2.75752 0.012
C 3.99289 0.14755 1.87017 0.007
C 2.95779 0.01263 0.96454 0.012
N 1.93839 0.87768 0.92275 0.005
H -5.32633 3.78367 -1.61255 0.000
H -4.73421 2.23406 -0.96456 0.000
H -4.09598 2.85662 -2.50811 0.000
H 0.63467 3.76217 2.09563 0.002
H 2.86690 2.97127 3.36314 0.000
H 4.74728 1.32994 3.49099 0.000
H 4.79247 -0.57885 1.88453 0.000
H 2.91571 -0.81111 0.26899 0.000
Cl 1.88281 -1.79484 -6.69466 0.000
C 1.25598 -1.44366 -5.12893 -0.001
C 1.72981 -0.34574 -4.42031 0.000
Cl 2.93246 0.69553 -5.07790 0.000
C 1.21797 -0.09099 -3.16340 0.001
Cl 1.70374 1.29653 -2.22796 0.005
C 0.26564 -0.90431 -2.55609 0.005
O -0.14839 -0.63911 -1.33866 0.018
C -0.22982 -1.98083 -3.28842 -0.001
Cl -1.44785 -2.95543 -2.56011 0.000
C 0.26517 -2.24923 -4.55996 0.000
Cl -0.35463 -3.58952 -5.44083 0.000
C -0.63294 -3.98319 1.85421 0.000
N -0.93537 -2.57394 2.07745 -0.001
C -1.99998 -2.20283 2.86326 0.003
C -2.36330 -0.92905 3.02273 -0.001
C -1.65326 0.12037 2.29820 0.006
O -1.95119 1.29518 2.39307 0.011
N -0.60341 -0.30462 1.46931 0.008
C -0.20071 -1.61179 1.40247 0.005
O 0.80172 -1.93533 0.75662 0.010
H -0.87234 -4.54206 2.75686 0.000
H 0.42203 -4.08683 1.62948 0.000
H -1.20702 -4.38131 1.01769 0.000
H -2.50876 -3.01891 3.36063 0.000
H -3.18448 -0.64470 3.66206 0.000
```

- Spin multiplicity: 3
- Gap between HOMO and LUMO (alpha / beta): 6.95 / 6.92 eV
- DFT total energy: -5272.79981 a.u.

Energy relative to the best compared isomer or geometry (same formula, charge and spin) in kcal/mol, matching the order above: 0.0 0.0 43.7 24.5